No. 1
{
  "formula": "C35H52Cl2OP4W",
  "method": "wB97M-V/def2-TZVPD",
  "e_homo_ha": [-0.4496, -0.4629],
  "total_charge": 2,
  "multiplicity": 3,
  "orbital_gap_ev": [7.04, 4.09],
  "elements": ["P", "C", "C", "H", "C", "H", "C", "H", "C", "H", "C", "H", "C", "C", "H", "C", "H", "C", "H", "C", "H", "C", "H", "C", "C", "H", "C", "H", "C", "H", "C", "H", "C", "H", "W", "C", "C", "H", "C", "O", "H", "C", "H", "C", "Cl", "Cl", "P", "C", "H", "H", "H", "C", "H", "H", "H", "C", "H", "H", "H", "P", "C", "C", "H", "H", "H", "H", "H", "H", "C", "H", "H", "H", "H", "C", "C", "P", "C", "C", "C", "C", "H", "H", "H", "H", "H", "H", "H", "H", "H", "H", "H", "H", "H", "H", "H"],
  "positions_angstrom": [[1.7257, 1.0977, -3.6351], [3.3380, 1.0574, -2.7883], [4.0794, 0.3753, -3.8026], [3.5128, -0.3190, -4.4485], [5.3997, 0.7261, -4.0282], [5.9011, 0.2818, -4.8898], [6.0263, 1.6108, -3.1383], [7.0620, 1.8618, -3.3371], [5.3662, 2.1281, -2.0141], [5.9194, 2.7788, -1.3247], [4.0059, 1.8425, -1.7961], [3.4780, 2.2198, -0.9029], [0.9117, -0.5530, -3.4347], [1.4729, -1.8126, -3.0455], [2.3461, -1.8689, -2.3660], [0.9299, -2.9880, -3.5942], [1.3749, -3.9659, -3.3618], [-0.1579, -2.9152, -4.4766], [-0.5508, -3.8159, -4.9410], [-0.7864, -1.6971, -4.7590], [-1.6463, -1.6192, -5.4302], [-0.3106, -0.5341, -4.1650], [-0.7612, 0.4526, -4.3641], [0.6699, 2.4494, -2.9437], [0.9896, 3.2716, -4.0555], [1.8141, 2.8845, -4.7072], [0.2709, 4.4196, -4.3175], [0.5403, 4.9797, -5.2131], [-0.7342, 4.7888, -3.4074], [-1.2674, 5.7034, -3.6300], [-1.0301, 4.0396, -2.2600], [-1.8217, 4.3904, -1.5754], [-0.3284, 2.8377, -1.9975], [-0.5311, 2.2735, -1.0685], [0.3557, -1.0873, 2.5114], [-1.4866, -1.8084, 1.8073], [-1.9031, -1.6973, 0.4938], [-2.0902, -2.3038, 2.5484], [-1.0140, -0.9942, -0.4768], [-1.8424, 0.1079, -1.0954], [-1.4091, 0.5394, -1.8808], [0.0721, -0.5415, 0.4376], [-0.6887, -1.6701, -1.3313], [0.9606, 0.0963, 1.2034], [-0.1850, -1.6019, 4.8681], [2.4567, -0.1219, 3.4738], [1.8010, -2.9104, 1.9819], [2.6999, -3.4126, 3.4967], [1.9819, -3.7358, 4.2554], [3.2161, -2.5347, 3.8962], [3.4358, -4.2124, 3.3471], [0.7681, -4.3450, 1.5787], [0.2582, -4.1752, 0.6268], [-0.0080, -4.4414, 2.3408], [1.3037, -5.2994, 1.5124], [3.0751, -2.8895, 0.6776], [3.6610, -1.9671, 0.7411], [2.6316, -2.9120, -0.3235], [3.7931, -3.7228, 0.7138], [-3.4922, -2.4397, -0.0925], [-4.1161, -3.5102, 1.2148], [-3.1465, -3.3978, -1.5847], [-4.3122, -2.9226, 2.1237], [-3.3761, -4.2915, 1.4441], [-5.0558, -4.0044, 0.9168], [-2.7373, -2.7339, -2.3636], [-4.0601, -3.8805, -1.9764], [-2.4065, -4.1794, -1.3497], [-4.7006, -1.1701, -0.5177], [-4.9995, -0.6222, 0.3873], [-5.6011, -1.6052, -0.9830], [-4.2250, -0.4729, -1.2220], [1.7175, 0.5925, 0.6787], [-2.7351, 0.6678, 4.9341], [-2.5196, 1.4317, 3.6305], [-0.7414, 1.5346, 3.1175], [-0.8114, 2.7957, 1.7547], [-1.4367, 4.1870, 1.9520], [0.1539, 2.2893, 4.5599], [-0.3021, 3.6269, 5.1468], [-2.5852, -0.4075, 4.7729], [-3.7682, 0.8149, 5.2725], [-2.0645, 0.9957, 5.7427], [-3.0064, 0.9054, 2.7912], [-2.9465, 2.4466, 3.6650], [0.2270, 2.9036, 1.4027], [-1.3593, 2.2857, 0.9442], [-0.8597, 4.8271, 2.6300], [-1.4537, 4.7007, 0.9788], [-2.4772, 4.1367, 2.2987], [0.1273, 1.5053, 5.3350], [1.2039, 2.3418, 4.2336], [-1.3785, 3.6605, 5.3621], [0.2188, 3.7708, 6.1032], [-0.0261, 4.4765, 4.5112]],
  "atomic_forces_ev_per_a": [[-0.8, -1.5, 5.5], [-0.2, -0.4, -0.8], [0.0, 0.8, 0.1], [0.6, 0.4, 0.1], [0.2, -0.5, 0.2], [0.2, 0.3, 0.4], [-0.1, -0.4, -0.6], [-0.1, 0.1, 0.1], [-0.7, -0.3, 0.4], [-0.3, -0.4, -0.2], [0.0, 0.2, -0.8], [0.2, 0.0, -0.8], [-0.2, -0.3, -0.5], [0.2, 0.5, -0.6], [-0.5, 0.2, -0.7], [0.0, 0.4, 0.3], [-0.2, 0.5, 0.0], [-0.2, 0.2, 0.0], [0.2, 0.1, 0.1], [-0.3, 0.1, 0.6], [0.3, -0.3, 0.3], [1.0, 0.2, -0.4], [0.1, -0.6, -0.2], [0.7, 0.0, -1.5], [-0.5, 0.1, 0.5], [-0.7, 1.1, 0.0], [0.0, 0.2, 0.2], [-0.4, 0.2, 0.4], [0.5, 0.0, -0.6], [-0.2, 0.0, 0.2], [0.5, -0.7, 0.1], [0.6, -0.3, -0.4], [0.3, 0.1, -0.5], [0.2, 0.3, -0.8], [-2.2, 2.5, 1.1], [-0.7, -0.4, -0.9], [-1.6, -1.2, 1.2], [-0.8, -0.3, 0.0], [-0.3, 0.8, -1.0], [1.2, -0.5, -0.1], [-0.2, -1.0, 1.2], [0.2, -0.8, 2.4], [0.0, 0.8, 1.1], [0.9, 1.0, -5.9], [0.2, -0.2, -1.1], [0.1, -0.2, 0.3], [1.5, -2.7, 0.5], [0.2, 0.0, 0.2], [0.0, 0.1, -0.1], [-0.1, -0.1, -0.1], [-0.3, 0.1, -0.3], [-0.2, -0.5, -0.3], [0.0, 0.1, 0.0], [0.1, 0.0, 0.1], [0.1, 0.3, 0.1], [0.3, 0.5, -0.5], [-0.1, 0.0, 0.1], [-0.2, 0.0, 0.2], [-0.5, 0.1, 0.4], [1.0, 0.6, 0.4], [-0.3, -0.3, 0.1], [-0.1, -0.3, -0.2], [0.1, -0.1, -0.3], [-0.2, 0.3, -0.1], [0.3, 0.3, 0.0], [-0.1, -0.2, 0.3], [0.4, 0.3, 0.2], [-0.2, 0.3, -0.1], [-0.3, 0.1, -0.1], [0.2, -0.2, -0.2], [0.4, 0.0, 0.2], [-0.1, -0.2, 0.3], [1.5, 2.0, 0.6], [-0.3, -0.2, 0.1], [0.3, 0.2, -0.4], [-0.5, 0.0, 1.0], [0.3, -0.3, -0.3], [0.0, 0.1, 0.0], [0.1, -0.3, -0.3], [0.1, 0.1, 0.2], [0.0, 0.3, 0.2], [0.2, 0.0, 0.0], [-0.2, -0.1, -0.3], [0.0, 0.2, 0.2], [0.1, -0.3, 0.1], [-0.2, 0.0, 0.0], [0.1, 0.0, 0.2], [-0.2, -0.3, -0.1], [0.0, -0.1, 0.2], [0.3, 0.0, 0.0], [0.1, 0.1, -0.3], [-0.2, 0.0, 0.2], [0.2, 0.0, -0.2], [-0.2, 0.0, -0.2], [-0.2, -0.2, 0.1]]
}

No. 2
{
  "formula": "C2H10O5",
  "method": "wB97M-V/def2-TZVPD",
  "e_homo_ha": -0.3876,
  "total_charge": 0,
  "orbital_gap_ev": 10.84,
  "elements": ["H", "O", "O", "H", "H", "C", "O", "C", "H", "H", "H", "O", "H", "H", "O", "H", "H"],
  "positions_angstrom": [[0.4425, -1.1908, -0.4175], [1.4284, -1.7725, -0.8825], [-0.5147, -0.4350, -0.2213], [1.9953, -0.8412, -0.9576], [1.8342, -2.1447, -0.0847], [-0.4322, 0.8925, -0.0964], [0.6506, 1.4777, -0.1062], [-1.6835, 1.6079, 0.1133], [-2.3952, 1.7225, -0.6807], [-2.2045, 1.0964, 0.9836], [-1.4315, 2.6003, 0.4493], [2.8208, 0.3918, -0.8971], [3.4350, 0.5719, -0.1582], [1.9940, 0.9460, -0.6445], [-2.2908, -1.5259, 1.3510], [-1.8922, -1.1553, 0.5335], [-1.7562, -2.2414, 1.7160]],
  "atomic_forces_ev_per_a": [[-0.8, 1.1, -0.5], [0.6, 1.6, 0.8], [0.3, 1.0, -0.2], [0.0, -1.4, -0.1], [0.0, -0.3, -0.2], [1.5, -2.6, -0.8], [-0.2, 0.4, 0.0], [-1.4, 0.2, 2.4], [0.0, -0.5, -0.7], [0.4, 0.5, -1.1], [0.1, 0.4, 0.1], [-0.3, 0.6, 0.6], [-0.3, -0.3, -0.6], [0.5, -0.3, -0.1], [-0.7, 0.0, 0.2], [0.3, -0.7, 0.7], [0.1, 0.3, -0.5]]
}

No. 3
{
  "formula": "C2H2NO3",
  "method": "wB97M-V/def2-TZVPD",
  "smiles": "O=CNC(=O)[O-]",
  "e_homo_ha": -0.1815,
  "total_charge": -1,
  "orbital_gap_ev": 9.22,
  "elements": ["O", "C", "N", "C", "O", "O", "H", "H"],
  "positions_angstrom": [[0.8292, -2.4663, -0.4769], [0.5999, -1.4061, 0.1320], [0.2938, -0.2744, -0.4671], [-0.4181, 1.0670, 0.1685], [-0.7825, 1.1040, 1.3357], [-0.4820, 1.9817, -0.6582], [0.5896, -1.4820, 1.2426], [-0.0012, -0.3189, -1.4385]],
  "atomic_forces_ev_per_a": [[0.1, 0.5, 0.2], [-0.3, -2.2, 0.0], [-1.7, 2.7, 0.8], [0.4, 1.0, -0.2], [0.5, -1.7, 0.4], [0.3, -1.0, -0.9], [0.1, 0.9, -0.4], [0.6, -0.2, 0.1]]
}

| no. | electronic energy (eV) |
| --- | --- |
| 1 | -103194.154 |
| 2 | -12473.952 |
| 3 | -9741.149 |